Molecular formula: C35H34ClNOSi2V
Method: DFT, ωB97M-V/def2-TZVPD

Each line ends with the Mulliken charge.
Positions of all 75 atoms, in Å:
C -2.30416 -1.86405 2.07161  0.840
C -0.98411 -2.02200 2.60718  -0.670
C -0.73177 -0.90337 3.47042  -0.455
H -0.29672 -2.85063 2.42393  0.509
C -1.88978 -0.03619 3.43964  -0.552
C -2.87655 -0.67086 2.61758  -0.163
H -3.88083 -0.28825 2.42434  0.377
H -2.83811 -2.57181 1.44050  -0.132
H 0.17285 -0.74708 4.05564  0.526
H -2.07276 0.86788 4.01853  0.571
V -1.00474 -0.14098 1.51579  -0.084
Si 1.24446 0.77385 1.04451  1.423
C 2.84247 -0.15548 0.30711  0.710
C 3.68645 0.57665 -0.52551  -0.597
H 3.47130 1.63704 -0.70796  0.646
C 4.78948 -0.02144 -1.13661  -0.898
H 5.34827 0.53719 -1.88378  0.467
C 5.11096 -1.34265 -0.82951  -0.541
H 5.94882 -1.82491 -1.32922  0.388
C 4.29719 -2.07465 0.04130  -0.562
H 4.52796 -3.11862 0.26226  0.411
C 3.15535 -1.48760 0.59085  -0.311
H 2.50156 -2.07568 1.23851  0.275
C 2.41742 2.03411 1.86133  0.599
C 3.44186 1.65649 2.75326  -0.554
H 3.40401 0.67643 3.24213  0.342
C 4.53312 2.51105 2.95841  -0.604
H 5.35934 2.16850 3.58308  0.399
C 4.57559 3.76967 2.34711  -0.582
H 5.44070 4.41736 2.47987  0.396
C 3.50046 4.18550 1.56587  -0.773
H 3.49281 5.16799 1.10418  0.453
C 2.40735 3.33882 1.37369  -0.356
H 1.52831 3.69184 0.84154  0.215
H 0.84540 -0.21443 2.03574  -0.364
Si 1.41763 1.71027 -2.68068  -0.038
C 0.43425 2.51992 -1.30673  0.416
C -0.06322 1.84559 -0.02440  -0.175
H -0.76625 1.05827 -0.37709  0.321
C -0.86808 2.73768 0.86382  -0.295
H -1.11093 2.39828 1.87857  0.304
C -1.46298 3.87709 0.36803  -0.898
H -2.23641 4.39650 0.93063  0.461
C -1.10265 4.39562 -0.87376  -0.844
H -1.55728 5.31674 -1.24806  0.417
C -0.10222 3.77574 -1.63425  -0.709
H 0.24842 4.29509 -2.54140  0.390
C 1.22513 -0.20244 -2.43275  0.816
C 0.44709 -1.05656 -1.60427  0.077
H -0.43152 -0.72346 -1.03107  1.039
C 0.72466 -2.42199 -1.52185  -0.684
H 0.28906 -3.01956 -0.72077  0.816
C 1.56802 -3.04080 -2.44865  -1.318
H 1.69510 -4.12112 -2.46840  0.435
C 2.28213 -2.23009 -3.33841  -0.573
H 2.98002 -2.67598 -4.05115  0.406
C 2.12857 -0.84366 -3.30950  -0.744
H 2.71639 -0.25039 -4.01462  0.322
H 0.72827 2.03503 -3.83610  -0.217
Cl -2.71191 0.19121 -0.11611  -0.133
O -2.50028 -2.93889 -1.16275  -0.285
C -3.68063 -3.65260 -0.78536  -1.118
C -4.81857 -2.67962 -0.82011  0.879
C -5.62641 -2.57801 -1.96883  -0.710
C -6.60488 -1.59040 -2.03045  -0.446
C -6.67554 -0.66755 -0.99156  -0.630
C -5.77207 -0.80863 0.07564  -0.077
N -5.00422 -1.89368 0.22695  -0.174
H -1.75903 -3.56803 -1.16711  0.259
H -3.55576 -4.07523 0.21783  0.385
H -3.86838 -4.44057 -1.52098  0.490
H -5.44316 -3.28970 -2.76742  0.356
H -7.30523 -1.55382 -2.86495  0.412
H -7.37697 0.16058 -0.99109  0.409
H -5.64408 0.00949 0.78584  0.309

orbital gap (spin up / spin down) = 4.97 / 5.34 eV
E_HOMO (spin up / spin down) = -9.46 / -9.47 eV
M = 627.23 u
multiplicity = 3
net charge = +1